Entry 1:
89
Properties=species:S:1:pos:R:3 method="wB97M-V/def2-TZVPD" multiplicity=5 gap_ev="7.706 / 6.470" homo_energy_ev="-10.315 / -11.537" total_charge=+1 relative_energy_kcal_mol=6.0
Os 1.118 0.160 0.082
C 4.910 -1.812 -1.957
Si 3.982 -0.191 -1.939
C 5.073 1.312 -2.138
C 2.832 -0.237 -3.396
N 3.094 -0.127 -0.345
C 3.792 -0.315 0.802
C 5.211 -0.330 0.876
C 5.854 -0.576 2.051
C 5.110 -0.821 3.225
C 3.744 -0.798 3.201
C 3.035 -0.529 2.009
N 1.671 -0.471 1.925
Si 0.752 -0.609 3.475
C 1.061 -2.300 4.223
C -1.068 -0.503 3.162
C 1.257 0.822 4.580
H 5.335 -1.947 -2.955
H 4.217 -2.640 -1.791
H 5.721 -1.909 -1.239
H 5.745 1.136 -2.981
H 5.680 1.585 -1.278
H 4.457 2.172 -2.395
H 3.456 -0.042 -4.273
H 2.046 0.515 -3.380
H 2.404 -1.227 -3.535
H 5.792 -0.141 -0.011
H 6.934 -0.585 2.089
H 5.626 -1.026 4.152
H 3.208 -0.988 4.116
H 1.186 -3.053 3.442
H 0.182 -2.584 4.805
H 1.922 -2.365 4.886
H -1.440 -1.357 2.605
H -1.418 0.412 2.689
H -1.540 -0.547 4.148
H 1.933 0.532 5.384
H 0.366 1.249 5.044
H 1.739 1.617 4.008
C -0.059 -2.241 -2.484
C -1.504 -2.047 -2.833
C -2.079 -2.767 -3.876
C -3.415 -2.605 -4.205
C -4.206 -1.720 -3.488
C -3.647 -0.997 -2.446
C -2.298 -1.144 -2.129
Sb -1.637 -0.015 -0.463
C -3.232 -0.634 0.783
C -4.194 0.286 1.177
C -5.288 -0.124 1.928
C -5.418 -1.459 2.271
C -4.469 -2.381 1.853
C -3.369 -1.991 1.098
C -2.379 -3.020 0.626
C -2.244 1.941 -1.009
C -2.681 2.155 -2.316
C -3.148 3.397 -2.709
C -3.178 4.437 -1.793
C -2.724 4.232 -0.502
C -2.246 2.991 -0.084
C -1.785 2.834 1.340
H 0.400 -3.020 -3.091
H 0.075 -2.519 -1.434
H 0.486 -1.314 -2.659
H -1.471 -3.472 -4.428
H -3.841 -3.177 -5.018
H -5.252 -1.595 -3.733
H -4.272 -0.315 -1.881
H -4.108 1.327 0.888
H -6.033 0.597 2.236
H -6.265 -1.789 2.857
H -4.588 -3.426 2.110
H -2.510 -3.962 1.156
H -1.344 -2.696 0.787
H -2.498 -3.218 -0.442
H -2.661 1.348 -3.036
H -3.487 3.550 -3.725
H -3.543 5.412 -2.087
H -2.731 5.053 0.205
H -1.355 3.764 1.709
H -1.008 2.074 1.442
H -2.611 2.562 2.001
Cl 2.978 4.373 -1.640
C 1.262 3.997 -1.382
Cl 0.588 5.178 -0.259
Cl 0.390 4.024 -2.904
C 1.212 2.596 -0.753
O 1.397 2.457 0.470
O 1.011 1.583 -1.493


Entry 2:
50
Properties=species:S:1:pos:R:3 method="wB97M-V/def2-TZVPD" multiplicity=1 gap_ev=8.100 homo_energy_ev=-21.241 total_charge=+4
N 2.106 -2.999 1.154
H 1.823 -2.022 0.897
H 1.543 -3.758 0.773
H 2.052 -3.118 2.166
H 3.058 -3.132 0.808
N 2.848 1.135 1.473
H 2.722 0.775 2.414
H 2.952 0.478 0.713
H 3.648 1.774 1.467
H 2.029 1.706 1.238
N -2.892 2.254 1.384
H -3.856 1.930 1.292
H -2.246 1.548 0.983
H -2.788 2.503 2.367
H -2.854 3.074 0.775
N 1.957 -1.607 -2.107
H 2.195 -0.876 -2.785
H 1.862 -1.127 -1.204
H 2.727 -2.275 -2.131
H 1.058 -1.954 -2.417
N -1.994 -1.867 -1.928
H -2.793 -1.346 -2.301
H -2.250 -2.592 -1.266
H -1.548 -1.057 -1.445
H -1.402 -2.205 -2.678
N -1.400 -2.070 2.380
H -1.300 -1.143 1.907
H -0.715 -2.280 3.099
H -1.424 -2.613 1.521
H -2.335 -2.071 2.793
S 0.019 0.344 -0.066
O -0.169 0.257 -1.526
O -1.304 0.053 0.593
O 1.008 -0.613 0.403
O 0.351 1.666 0.397
O 0.067 2.965 2.970
H 0.042 2.523 2.116
H -0.003 2.264 3.627
O -0.782 1.280 -3.876
H -0.411 0.601 -4.448
H -0.564 1.012 -2.972
O -3.436 -1.377 0.440
H -4.247 -0.965 0.759
H -2.724 -0.724 0.578
O 2.981 2.205 -1.369
H 2.086 2.555 -1.569
H 3.208 1.658 -2.127
O 0.570 3.405 -1.771
H 0.131 2.967 -2.511
H 0.397 2.860 -0.994


Entry 3:
74
Properties=species:S:1:pos:R:3 method="wB97M-V/def2-TZVPD" multiplicity=2 gap_ev="6.719 / 7.187" homo_energy_ev="-10.659 / -10.850" total_charge=+1
Re 0.534 1.582 -0.885
S -1.360 2.331 0.077
P -1.644 0.280 0.291
C -0.249 -0.274 -0.537
P -0.204 -0.782 -2.179
S 0.173 1.009 -3.162
C -1.554 -1.835 -2.694
C -2.406 -1.483 -3.731
C -3.419 -2.351 -4.118
C -3.571 -3.564 -3.465
C -2.718 -3.916 -2.422
C -1.706 -3.056 -2.033
C 1.280 -1.773 -2.442
C 2.148 -2.032 -1.388
C 3.325 -2.737 -1.618
C 3.632 -3.170 -2.897
C 2.766 -2.908 -3.955
C 1.593 -2.211 -3.730
C -1.555 -0.130 2.036
C -0.662 -1.103 2.469
C -0.603 -1.433 3.819
C -1.428 -0.785 4.725
C -2.324 0.189 4.292
C -2.392 0.515 2.950
C -3.279 -0.187 -0.272
C -3.943 0.602 -1.211
C -5.199 0.227 -1.663
C -5.784 -0.938 -1.187
C -5.123 -1.729 -0.256
C -3.871 -1.355 0.208
H -2.282 -0.532 -4.238
H -4.081 -2.081 -4.929
H -4.355 -4.244 -3.772
H -2.840 -4.867 -1.919
H -1.033 -3.339 -1.231
H 1.908 -1.680 -0.391
H 3.998 -2.945 -0.797
H 4.549 -3.715 -3.076
H 3.012 -3.245 -4.953
H 0.923 -2.009 -4.559
H -0.013 -1.592 1.753
H 0.085 -2.196 4.159
H -1.373 -1.035 5.776
H -2.971 0.686 5.002
H -3.093 1.273 2.619
H -3.486 1.513 -1.579
H -5.720 0.843 -2.383
H -6.765 -1.230 -1.540
H -5.587 -2.633 0.115
H -3.367 -1.965 0.947
C 6.346 3.026 -0.390
C 6.149 2.655 0.936
C 4.919 2.161 1.343
C 3.859 2.027 0.434
C 4.088 2.403 -0.891
C 5.317 2.900 -1.308
Si 2.196 1.407 0.986
C 1.478 2.497 2.295
C 1.319 3.874 2.091
C 0.757 4.674 3.069
C 0.339 4.106 4.270
C 0.499 2.749 4.493
C 1.064 1.945 3.508
H 7.306 3.415 -0.706
H 6.956 2.754 1.650
H 4.782 1.884 2.383
H 3.298 2.308 -1.636
H 5.469 3.185 -2.341
H 2.330 0.048 1.561
H 1.651 4.330 1.163
H 0.647 5.739 2.905
H -0.106 4.730 5.035
H 0.187 2.311 5.434
H 1.182 0.883 3.689


Entry 4:
13
Properties=species:S:1:pos:R:3 method="wB97M-V/def2-TZVPD" multiplicity=1 gap_ev=9.194 homo_energy_ev=-9.467 relative_energy_kcal_mol=43.4
C -0.313 -1.324 -1.444
C -0.362 0.438 1.542
N 0.898 0.019 -0.892
O 1.226 2.112 0.363
O -1.015 1.703 -0.646
S 0.171 1.167 0.004
I 2.396 -0.776 0.053
H -1.035 -1.149 -0.629
H -0.617 -0.993 -2.470
H 0.297 -2.101 -1.282
H 0.055 -0.513 1.730
H -0.336 1.383 2.219
H -1.364 0.033 1.451


Entry 5:
10
Properties=species:S:1:pos:R:3 method="wB97M-V/def2-TZVPD" multiplicity=1 gap_ev=10.850 homo_energy_ev=-10.218 relative_energy_kcal_mol=34.9
C -2.002 -0.329 0.842
O -1.407 -1.464 0.227
H -2.920 -0.098 0.311
H -2.253 -0.541 1.873
H -1.330 0.524 0.864
H -0.465 -1.313 0.112
O 1.492 1.012 -1.475
C 2.594 0.805 -1.056
H 2.920 1.100 -0.040
H 3.371 0.305 -1.658


Entry 6:
87
Properties=species:S:1:pos:R:3 method="wB97M-V/def2-TZVPD" multiplicity=6 gap_ev="8.040 / 6.449" homo_energy_ev="-11.368 / -11.373" total_charge=+1 relative_energy_kcal_mol=38.0
Fe -0.480 1.438 -0.624
O 0.638 -3.907 5.714
C 1.376 -2.777 5.736
O 2.294 -2.669 6.495
C 0.999 -1.696 4.764
C -0.269 -1.580 4.204
C -0.550 -0.563 3.309
C 0.435 0.359 2.982
C 1.700 0.260 3.549
C 1.977 -0.763 4.440
N 0.146 1.388 2.040
C 0.288 2.575 2.462
C 0.083 3.743 1.597
C 0.201 5.013 2.134
C 0.121 6.110 1.291
C -0.050 5.884 -0.061
C -0.176 4.581 -0.519
N -0.124 3.522 0.292
H -0.010 -3.883 5.000
H -1.068 -2.262 4.472
H -1.539 -0.473 2.877
H 2.471 0.965 3.261
H 2.952 -0.858 4.897
H 0.547 2.783 3.502
H 0.359 5.131 3.198
H 0.207 7.114 1.683
H -0.088 6.702 -0.768
H -0.309 4.368 -1.568
F -6.626 -1.432 2.256
C -5.422 -1.397 1.713
C -4.868 -2.535 1.167
F -5.544 -3.674 1.183
C -3.603 -2.485 0.602
F -3.156 -3.634 0.092
C -2.846 -1.322 0.559
P -1.272 -1.166 -0.397
C -1.558 -2.189 -1.877
C -2.795 -2.243 -2.515
C -2.956 -3.008 -3.659
C -1.884 -3.716 -4.185
C -0.644 -3.657 -3.559
C -0.480 -2.896 -2.411
C 0.012 -2.117 0.486
C 1.259 -1.530 0.678
C 2.287 -2.236 1.287
C 2.072 -3.535 1.719
C 0.832 -4.133 1.522
C -0.191 -3.436 0.898
C -3.445 -0.186 1.117
Br -2.595 1.497 1.163
C -4.699 -0.216 1.689
F -5.241 0.873 2.223
H -3.632 -1.680 -2.127
H -3.922 -3.044 -4.146
H -2.014 -4.316 -5.076
H 0.194 -4.216 -3.956
H 0.490 -2.849 -1.934
H 1.447 -0.523 0.330
H 3.252 -1.765 1.422
H 2.870 -4.089 2.198
H 0.665 -5.156 1.835
H -1.133 -3.934 0.725
O -3.526 2.045 -3.556
P -2.327 1.531 -2.677
O -2.812 0.471 -1.754
O -1.554 2.628 -1.960
O -1.325 0.823 -3.741
P 0.237 0.622 -3.358
O 0.734 -0.411 -4.448
O 0.966 1.899 -3.475
O 0.312 -0.026 -1.956
H -3.379 2.894 -3.991
H 0.229 -1.238 -4.465
C 5.140 2.230 -1.106
As 3.426 2.065 -1.981
C 3.308 3.708 -2.965
C 3.744 0.605 -3.192
S 2.130 1.820 -0.309
H 5.912 2.443 -1.845
H 5.364 1.292 -0.601
H 5.098 3.029 -0.370
H 4.125 3.715 -3.685
H 3.424 4.531 -2.262
H 2.352 3.756 -3.473
H 4.796 0.646 -3.468
H 3.111 0.692 -4.069
H 3.530 -0.329 -2.676


Entry 7:
16
Properties=species:S:1:pos:R:3 method="wB97M-V/def2-TZVPD" multiplicity=1 gap_ev=8.595 homo_energy_ev=-12.597 total_charge=+1 relative_energy_kcal_mol=29.1
C 0.035 0.608 -0.032
O -0.401 0.801 1.284
C 1.560 0.500 -0.012
N 2.022 0.410 -1.468
H -0.246 1.450 -0.680
H -0.371 -0.320 -0.452
H -1.184 0.251 1.459
H 1.995 1.399 0.418
H 1.935 -0.402 0.460
H 1.682 1.180 -2.043
H 1.664 -0.450 -1.890
H 3.038 0.358 -1.504
S -3.565 -1.826 0.242
S -3.158 -1.389 2.241
H -3.085 -0.642 -0.239
H -1.922 -1.929 2.217


Entry 8:
23
Properties=species:S:1:pos:R:3 method="wB97M-V/def2-TZVPD" multiplicity=1 gap_ev=5.909 homo_energy_ev=-3.621 total_charge=-1 relative_energy_kcal_mol=0.0
C 3.262 -0.924 0.089
C 2.359 -0.048 -0.774
C 2.145 1.402 -0.239
N 0.766 1.631 -0.667
C 0.168 0.410 -0.425
N -0.890 0.154 0.257
C -1.409 -1.314 0.453
O -0.510 -2.065 0.828
O -2.567 -1.354 0.216
N 0.966 -0.539 -0.998
H 2.767 -1.860 0.338
H 4.201 -1.109 -0.422
H 3.472 -0.414 1.027
H 2.818 0.071 -1.756
H 2.881 2.086 -0.650
H 2.237 1.382 0.851
H 0.276 2.463 -0.379
H -1.410 0.912 0.675
H 0.834 -1.466 -0.595
N -5.590 0.141 0.542
O -5.698 0.838 -0.494
O -4.810 0.499 1.452
O -6.269 -0.896 0.672


Entry 9:
22
Properties=species:S:1:pos:R:3 method="wB97M-V/def2-TZVPD" multiplicity=1 gap_ev=8.945 homo_energy_ev=-8.006 relative_energy_kcal_mol=0.0
C -3.352 1.056 -0.416
C -3.455 0.514 0.854
C -2.306 0.701 -1.252
C -2.516 -0.401 1.303
C -1.359 -0.208 -0.807
C -1.478 -0.761 0.467
C 3.801 0.766 0.508
C 3.132 -0.583 0.305
N -0.264 -0.624 -1.548
O 1.896 -0.365 -0.348
P 0.930 -1.599 -0.863
S -0.253 -1.959 0.894
H -4.088 1.765 -0.762
H -4.272 0.799 1.499
H -2.218 1.126 -2.240
H -2.589 -0.837 2.286
H 3.955 1.253 -0.451
H 3.171 1.402 1.124
H 4.760 0.631 0.999
H 2.956 -1.071 1.271
H 3.764 -1.240 -0.303
H -0.214 -0.365 -2.520


Entry 10:
108
Properties=species:S:1:pos:R:3 method="wB97M-V/def2-TZVPD" multiplicity=1 gap_ev=10.053 homo_energy_ev=-12.362 total_charge=+1
C 3.155 -1.039 4.632
C 2.641 -2.039 4.210
C 1.821 -3.206 3.794
C 2.051 -3.574 2.321
C 1.214 -2.761 1.300
C 1.731 -1.326 1.157
C 1.054 -0.150 1.903
Cl -0.304 -0.545 3.007
C 0.525 0.657 0.699
C 1.760 0.636 -0.243
F 2.702 1.324 0.442
C 1.304 1.346 -1.557
C 2.315 2.317 -2.189
C 1.570 3.214 -3.237
C 1.814 4.722 -3.071
C 1.087 5.357 -1.864
C 1.962 5.620 -0.609
C 1.679 4.596 0.527
C 1.125 5.236 1.811
C -0.358 5.663 1.796
C -1.386 4.615 1.323
C -1.872 3.677 2.458
C -3.400 3.353 2.410
C -3.725 2.072 1.629
C -3.843 2.274 0.082
C -2.990 1.260 -0.706
C -3.635 0.747 -2.020
N 1.977 -0.847 -0.287
N 3.249 -1.390 -0.705
C 3.982 -0.476 -1.606
C 3.041 -2.650 -1.463
C 2.018 -2.712 -2.576
O 3.732 -3.573 -1.166
H 3.510 -0.105 4.998
H 2.177 -4.042 4.401
H 0.775 -3.044 4.040
H 1.728 -4.611 2.194
H 3.111 -3.556 2.065
H 0.179 -2.796 1.647
H 1.249 -3.330 0.367
H 2.741 -1.381 1.565
H 1.745 0.381 2.544
H -0.263 0.017 0.307
H 0.211 1.670 0.919
H 0.448 1.957 -1.293
H 1.013 0.608 -2.309
H 3.104 1.813 -2.748
H 2.795 2.946 -1.441
H 1.825 2.864 -4.237
H 0.488 3.075 -3.125
H 2.883 4.944 -3.098
H 1.386 5.188 -3.963
H 0.719 6.327 -2.209
H 0.207 4.774 -1.580
H 1.883 6.645 -0.251
H 2.999 5.480 -0.926
H 2.641 4.147 0.798
H 1.069 3.778 0.141
H 1.709 6.150 1.959
H 1.364 4.594 2.663
H -0.511 6.600 1.259
H -0.618 5.881 2.837
H -1.051 4.020 0.469
H -2.263 5.166 0.972
H -1.379 2.704 2.408
H -1.695 4.124 3.437
H -3.728 3.190 3.442
H -3.989 4.189 2.028
H -4.708 1.707 1.952
H -3.024 1.271 1.870
H -3.499 3.291 -0.111
H -4.880 2.184 -0.239
H -2.074 1.779 -1.001
H -2.677 0.415 -0.101
H -3.246 1.357 -2.840
H -4.720 0.780 -2.000
H -3.263 -0.259 -2.204
H 1.137 -1.186 -0.775
H 3.397 -0.138 -2.461
H 4.826 -1.043 -2.000
H 4.407 0.352 -1.043
H 1.992 -1.825 -3.211
H 1.039 -2.895 -2.125
H 2.246 -3.569 -3.192
C -6.298 -1.959 2.546
C -5.008 -2.704 2.870
C -3.760 -1.982 2.348
C -3.834 -1.850 0.883
N -3.889 -1.769 -0.263
H -6.453 -1.878 1.469
H -7.157 -2.488 2.959
H -6.287 -0.952 2.968
H -5.053 -3.708 2.444
H -4.918 -2.818 3.951
H -2.858 -2.535 2.614
H -3.688 -0.984 2.786
C 0.574 -8.570 -3.597
C 1.884 -7.804 -3.747
C 1.941 -6.543 -2.877
C 0.866 -5.607 -3.241
N 0.017 -4.892 -3.533
H -0.278 -7.972 -3.921
H 0.590 -9.473 -4.207
H 0.409 -8.868 -2.560
H 2.025 -7.531 -4.794
H 2.717 -8.453 -3.471
H 2.899 -6.035 -3.001
H 1.833 -6.800 -1.822


no.,M (g/mol),E_tot (hartree)
1,998.3,-3909.82001
2,294.4,-1422.76392
3,816.0,-3275.18267
4,235.0,-980.79118
5,62.1,-230.22493
6,1023.3,-9996.22815
7,128.2,-1008.29229
8,205.2,-791.09296
9,199.2,-1180.43500
10,624.4,-2264.64329